<i>
Entry from the OMol25 dataset: C21H36N4O4PPd as an isolated structure (ωB97M-V/def2-TZVPD).

Summary:
LUMO level   -2.730 eV
Net charge   +1

Geometry (Å):
H1 3.45 -4.40 2.99
H2 -0.48 -2.73 0.48
C1 1.65 -3.38 3.71
C2 1.31 2.72 -4.69
C3 2.51 2.16 -5.12
H3 -1.86 0.89 0.71
H4 2.77 2.20 4.51
H5 3.98 0.64 -4.70
H6 2.26 -2.79 4.40
Pd1 0.33 0.36 -1.26
H7 -3.00 -1.32 -0.46
C4 -2.25 0.46 -2.30
C5 -1.42 0.09 1.30
C6 -2.45 -0.99 1.60
H8 0.35 -1.62 3.54
H9 2.62 3.71 2.27
H10 0.85 3.54 -5.21
H11 -0.94 0.51 2.18
H12 1.98 -4.75 2.07
H13 -4.90 2.65 -2.66
N1 1.55 0.64 1.88
H14 -2.88 -2.82 0.47
C7 -2.45 -1.83 0.33
N2 1.24 1.18 -2.88
H15 -0.24 2.58 -3.18
H16 2.98 -3.06 0.66
C8 -0.97 -1.92 -0.04
H17 -4.53 -1.06 -2.38
H18 -4.84 1.26 -0.61
C9 0.70 2.20 -3.56
H19 -3.20 3.02 -2.28
C10 2.53 -3.97 2.61
H20 -2.15 -1.59 2.47
O1 -1.93 -0.57 -2.87
N3 -0.39 -0.60 0.44
H21 3.62 -2.18 2.06
C11 1.90 0.60 3.31
H22 0.58 2.32 0.99
H23 -3.64 2.30 -3.84
H24 2.45 -0.30 3.56
C12 1.57 2.02 1.36
H25 2.78 -0.16 -2.68
H26 3.74 1.70 3.12
P1 1.26 -0.66 0.95
H27 1.11 -4.13 4.29
C13 -4.64 -0.08 -2.83
H28 1.00 0.65 3.93
O2 -1.40 1.26 -1.71
O3 1.98 -0.61 -0.38
H29 -5.68 0.26 -2.70
N4 1.51 -2.02 1.79
H30 2.28 2.10 0.54
O4 -3.93 0.97 -0.75
H31 -4.43 -0.17 -3.89
C14 2.78 -2.78 1.70
C15 2.72 1.87 3.48
C16 2.39 0.65 -3.28
C17 0.70 -2.46 2.94
H32 -3.42 -0.55 1.82
H33 -0.18 -3.01 2.60
C18 1.99 2.87 2.57
H34 3.00 2.54 -6.00
H35 -0.81 -2.03 -1.11
H36 1.11 3.26 3.08
C19 -3.71 0.92 -2.17
C20 3.06 1.11 -4.40
C21 -3.87 2.31 -2.78

=====

<ii>
Entry from the OMol25 dataset: C21H36N4O4PPd as an isolated structure (ωB97M-V/def2-TZVPD).

Summary:
LUMO level   -3.191 eV
Net charge   +1

Geometry (Å):
C1 -2.93 1.51 -0.26
C2 -1.87 -4.50 2.41
H1 0.45 5.38 -1.89
C3 1.80 -1.65 -3.11
H2 2.78 1.31 3.13
H3 3.18 -2.60 4.85
C4 2.81 -0.71 3.89
C5 0.70 4.32 -1.89
H4 1.32 2.49 0.70
H5 -4.85 2.39 -0.82
H6 -4.96 0.74 -0.24
H7 -2.41 0.03 -3.19
H8 -2.85 0.96 0.68
H9 -3.65 -5.20 1.44
N1 -0.97 -2.45 1.60
O1 1.47 -0.63 4.39
N2 0.17 -0.32 -2.05
C6 0.25 0.13 -3.46
C7 -2.88 0.10 -2.22
H10 -1.18 3.26 -2.31
H11 1.54 -0.64 -5.04
C8 1.36 -1.15 -1.74
N3 0.16 2.22 -1.05
H12 4.65 -1.74 4.38
C9 3.42 0.67 3.74
O2 1.95 -2.49 2.47
H13 -1.78 -5.33 3.10
H14 4.40 0.61 3.26
H15 2.21 1.82 -0.66
H16 0.21 1.22 -3.52
P1 -0.48 0.72 -0.94
Pd1 0.68 -1.31 1.43
H17 -1.05 3.92 -0.67
H18 2.83 -2.00 -3.10
H19 3.72 -1.19 5.77
C10 -4.18 0.90 -2.27
H20 -5.02 0.29 -2.60
C11 1.77 3.97 -0.85
H21 -4.07 1.73 -2.97
C12 -0.91 -3.50 2.43
H22 -2.62 2.53 -0.07
H23 1.12 -1.96 -1.04
C13 1.58 -0.42 -3.98
O3 2.74 -0.73 1.43
N4 -2.06 0.89 -1.29
C14 3.65 -1.62 4.77
O4 -0.23 0.22 0.48
H24 -3.06 -0.91 -1.85
C15 1.44 2.54 -0.38
H25 3.55 1.11 4.72
H26 2.38 0.30 -3.81
C16 -4.36 1.42 -0.84
C17 -2.90 -4.42 1.49
H27 1.16 -2.47 -3.43
H28 -1.99 -1.49 0.10
H29 2.77 4.03 -1.27
C18 -2.96 -3.33 0.64
C19 2.59 -1.37 2.51
C20 -1.98 -2.36 0.73
H30 2.16 -0.56 -1.28
H31 1.03 4.05 -2.89
H32 -0.08 -3.51 3.12
H33 1.74 4.66 -0.01
C21 -0.49 3.45 -1.49
H34 -0.58 -0.28 -4.03
H35 -3.75 -3.22 -0.08
H36 1.38 0.17 4.91

=====

Relative energies in kcal/mol: <i> 0.0; <ii> 26.0

=====

<i>
Entry from the OMol25 dataset: a 3-piece molecular cluster, C5H11NO4 overall (ωB97M-V/def2-TZVPD).

Summary:
SMILES   CC(C)=O.NC=O.O=CO
LUMO level   0.035 eV

Geometry (Å):
C1 0.71 -1.96 -0.29
H1 0.64 1.84 -0.57
O1 -2.00 0.31 2.39
H2 0.71 0.44 2.05
H3 0.29 -2.09 0.70
O2 -1.23 -0.64 -0.75
C2 -1.79 1.03 1.27
H4 0.18 2.05 1.76
H5 1.52 -0.17 -2.32
O3 2.23 0.69 0.05
C3 0.50 -0.55 -2.41
O4 -1.95 2.24 1.16
C4 1.11 1.15 0.15
H6 -0.12 0.20 -2.90
H7 0.62 -2.90 -0.83
C5 -0.04 -0.88 -1.04
N1 0.39 1.13 1.38
H8 0.55 -1.45 -3.03
H9 -1.96 0.34 0.30
H10 1.76 -1.70 -0.22
H11 -2.12 0.92 3.14

=====

<ii>
Entry from the OMol25 dataset: a 2-piece molecular cluster, C5H11NO4 overall (ωB97M-V/def2-TZVPD).

Summary:
LUMO level (spin up / spin down)   -2.307 / -1.573 eV

Geometry (Å):
H1 -0.14 0.62 -1.84
C1 1.28 -0.22 0.59
H2 1.95 -0.02 1.46
H3 -1.80 0.07 -1.81
C2 -0.83 -0.03 -1.30
O1 1.51 0.10 -0.65
O2 4.97 -0.05 0.38
C3 -1.01 0.31 0.21
H4 0.98 -1.29 0.71
H5 -1.39 -1.77 0.62
O3 4.28 -1.79 -0.96
H6 -2.03 -0.60 1.82
N1 4.67 -0.69 -0.62
H7 -1.03 2.37 -0.30
H8 -2.84 -0.77 0.21
H9 -0.53 -1.07 -1.50
H10 -2.66 1.59 -0.35
O4 0.07 0.44 1.16
C4 -1.89 -0.79 0.75
C5 -1.70 1.65 0.19
H11 -1.85 1.95 1.23

=====

<iii>
Entry from the OMol25 dataset: a 2-piece molecular cluster, C5H11NO4 overall (ωB97M-V/def2-TZVPD).

Summary:
SMILES   CCC(=O)O.COC(N)=O
LUMO level   0.692 eV

Geometry (Å):
H1 -0.49 -1.18 -1.20
H2 2.20 -0.16 -1.78
C1 1.50 -0.09 0.59
H3 -0.94 -1.74 0.73
H4 1.17 -0.57 2.54
H5 2.99 1.45 -1.74
N1 1.36 0.19 1.91
C2 -1.92 -1.27 0.69
H6 -2.81 0.68 0.44
H7 -2.53 -1.78 -0.06
O1 1.23 -1.16 0.09
H8 -1.19 0.72 1.12
H9 -2.40 -1.41 1.65
C3 -1.82 0.22 0.38
H10 1.73 1.04 2.28
O2 1.96 0.99 -0.06
H11 1.22 1.32 -1.97
O3 -0.76 -0.41 -1.73
O4 -1.32 1.70 -1.41
C4 2.10 0.89 -1.48
C5 -1.28 0.57 -0.99

=====

Relative energies in kcal/mol: <i> 62.1; <ii> 187.5; <iii> 0.0

=====

<i>
Entry from the OMol25 dataset: an isolated ion of composition C3H8N2O2 and charge +1 (ωB97M-V/def2-TZVPD).

Summary:
LUMO level (spin up / spin down)   -4.616 / -9.572 eV
Net charge   +1
Spin multiplicity   2

Geometry (Å):
C1 -1.48 0.03 0.07
N1 0.91 -0.73 -0.24
O1 1.65 -1.15 1.99
H1 -0.85 1.60 -0.89
H2 -2.49 -0.08 -0.40
C2 -0.56 -0.88 -0.68
H3 -0.60 -0.75 -1.82
H4 1.51 -0.46 -1.12
N2 -1.23 1.45 0.05
O2 2.22 0.76 0.78
H5 -1.39 -0.28 1.11
H6 -0.39 1.67 0.61
H7 1.86 1.30 0.06
H8 -0.73 -1.98 -0.43
C3 1.58 -0.48 0.93

=====

<ii>
Entry from the OMol25 dataset: a 2-piece molecular cluster, C3H8N2O2 overall (ωB97M-V/def2-TZVPD).

Summary:
LUMO level (spin up / spin down)   -5.510 / -9.291 eV
Net charge   +1
Spin multiplicity   2

Geometry (Å):
O1 -1.68 -1.66 0.71
H1 0.65 2.13 2.27
H2 -0.31 2.24 -1.16
H3 -0.04 0.57 1.76
C1 -0.97 -1.91 -0.23
H4 1.48 1.95 -1.66
H5 0.73 -2.11 0.80
C2 0.71 1.94 -0.88
N1 0.36 -2.29 -0.12
H6 -0.80 2.10 1.25
C3 0.15 1.60 1.45
H7 0.98 -2.00 -0.85
N2 1.01 1.60 0.27
O2 -1.42 -1.84 -1.50
H8 -0.84 -2.32 -2.10

=====

<iii>
Entry from the OMol25 dataset: a 3-piece molecular cluster, C3H8N2O2 overall (ωB97M-V/def2-TZVPD).

Summary:
LUMO level (spin up / spin down)   -4.134 / -8.089 eV
Net charge   +1
Spin multiplicity   2

Geometry (Å):
H1 1.93 -0.78 -3.73
H2 -3.94 -0.29 2.90
H3 -0.60 1.26 1.79
H4 0.53 0.93 -0.15
N1 1.06 0.37 -0.82
H5 2.86 -0.06 0.25
N2 2.84 -0.53 -1.85
H6 -0.33 0.29 -2.42
C1 2.36 -0.08 -0.70
O1 -1.37 0.96 1.31
H7 -1.82 0.26 1.83
H8 -3.00 -1.53 3.20
O2 -3.06 -0.57 3.19
C2 1.85 -0.43 -2.71
C3 0.69 0.20 -2.08

=====

Relative energies in kcal/mol: <i> 55.4; <ii> 28.2; <iii> 0.0